{
  "formula": "C52H60AsMnN4OPSi3",
  "method": "wB97M-V/def2-TZVPD",
  "total_charge": 1,
  "spin_multiplicity": 5,
  "relative_energy_kcal_mol": 0.0,
  "lumo_ev": [-3.43, -3.49],
  "gap_ev": [6.015, 6.127],
  "elements": ["Mn", "O", "C", "C", "C", "C", "C", "C", "C", "P", "C", "C", "C", "C", "C", "C", "C", "C", "C", "C", "C", "C", "H", "H", "H", "H", "H", "H", "H", "H", "H", "H", "H", "H", "H", "H", "C", "C", "C", "C", "C", "C", "N", "N", "C", "C", "C", "C", "C", "N", "H", "H", "H", "H", "H", "H", "H", "H", "H", "N", "C", "C", "C", "C", "C", "C", "C", "C", "C", "C", "C", "C", "C", "H", "H", "H", "H", "H", "H", "H", "H", "H", "H", "C", "Si", "C", "C", "As", "Si", "C", "C", "C", "Si", "C", "C", "C", "H", "H", "H", "H", "H", "H", "H", "H", "H", "H", "H", "H", "H", "H", "H", "H", "H", "H", "H", "H", "H", "H", "H", "H", "H", "H", "H"],
  "positions_angstrom": [[-0.0241, 0.2892, -0.2494], [2.1890, -0.3361, -0.0350], [1.3904, -0.6431, 0.8204], [1.5895, -1.4302, 2.0338], [2.8636, -1.9168, 2.3361], [3.0708, -2.5597, 3.5424], [2.0162, -2.7027, 4.4390], [0.7441, -2.2427, 4.1253], [0.5060, -1.6160, 2.9067], [-1.1411, -1.0678, 2.3400], [-2.1127, -0.9149, 3.8721], [-2.3454, 0.3666, 4.3648], [-3.0983, 0.5611, 5.5137], [-3.6357, -0.5324, 6.1759], [-3.4234, -1.8144, 5.6854], [-2.6706, -2.0062, 4.5379], [-1.8308, -2.6066, 1.6493], [-1.2098, -3.8476, 1.6875], [-1.8513, -4.9663, 1.1704], [-3.1157, -4.8527, 0.6180], [-3.7408, -3.6123, 0.5688], [-3.0996, -2.4957, 1.0767], [3.6731, -1.7624, 1.6349], [4.0526, -2.9362, 3.7949], [2.1849, -3.1865, 5.3924], [-0.0641, -2.3802, 4.8309], [-1.9332, 1.2210, 3.8433], [-3.2691, 1.5632, 5.8856], [-4.2279, -0.3881, 7.0698], [-3.8519, -2.6673, 6.1951], [-2.5298, -3.0063, 4.1460], [-0.2179, -3.9546, 2.1092], [-1.3519, -5.9263, 1.1933], [-3.6126, -5.7260, 0.2163], [-4.7266, -3.5172, 0.1313], [-3.5901, -1.5280, 1.0332], [-5.5643, 1.5606, 0.8303], [-5.5470, 1.5388, -0.5602], [-4.3485, 1.4603, -1.2459], [-3.1661, 1.3943, -0.5172], [-3.1726, 1.4154, 0.8710], [-4.3789, 1.5043, 1.5490], [-1.8882, 1.3020, -1.1546], [-1.8671, 1.6343, -2.3515], [-0.6213, 1.4408, -3.0195], [-0.6046, 1.7567, -4.3647], [0.5577, 1.4974, -5.0773], [1.6274, 0.9219, -4.4153], [1.5152, 0.6468, -3.0585], [0.4153, 0.9193, -2.3655], [-6.5100, 1.6203, 1.3527], [-6.4761, 1.5825, -1.1126], [-4.3194, 1.4419, -2.3250], [-2.2335, 1.3622, 1.4040], [-4.3886, 1.5176, 2.6312], [-1.4919, 2.1710, -4.8198], [0.6174, 1.7240, -6.1328], [2.5427, 0.6792, -4.9358], [2.3206, 0.1876, -2.5004], [-0.4762, -1.5088, -0.8415], [-0.7290, -2.3496, -1.7386], [-1.4618, -1.9391, -2.9887], [-0.8259, -1.9925, -4.2271], [-1.4756, -1.5469, -5.3691], [-2.7822, -1.0851, -5.2912], [-3.4318, -1.0581, -4.0653], [-2.7692, -1.4681, -2.9163], [-0.2651, -3.7719, -1.7010], [-0.9601, -4.7683, -2.3768], [-0.5478, -6.0910, -2.2942], [0.5770, -6.4214, -1.5542], [1.2880, -5.4267, -0.8920], [0.8650, -4.1105, -0.9606], [0.1828, -2.3860, -4.2910], [-0.9712, -1.5817, -6.3265], [-3.2991, -0.7663, -6.1871], [-4.4601, -0.7234, -4.0066], [-3.2622, -1.4403, -1.9510], [-1.8338, -4.5082, -2.9621], [-1.1014, -6.8642, -2.8108], [0.9059, -7.4510, -1.4993], [2.1747, -5.6822, -0.3255], [1.3998, -3.3252, -0.4401], [3.2959, 5.2652, 0.0273], [2.4203, 3.7527, -0.6536], [3.7354, 2.4609, -1.0040], [1.5469, 4.2388, -2.2504], [0.7801, 2.8355, 0.8217], [1.9000, 2.8660, 2.9260], [2.4148, 4.5773, 3.5185], [0.7702, 2.0929, 4.2079], [3.4414, 1.8052, 2.7746], [-0.7899, 4.6332, 0.9834], [-1.7433, 4.4423, 2.5941], [-1.9937, 4.6319, -0.4599], [0.0382, 6.3201, 0.9639], [4.0233, 5.5628, -0.7345], [3.8515, 5.0667, 0.9437], [2.6372, 6.1141, 0.1984], [4.2541, 2.7454, -1.9244], [3.3413, 1.4565, -1.1264], [4.4840, 2.4324, -0.2115], [2.1702, 4.9660, -2.7774], [0.5773, 4.7077, -2.0833], [1.4008, 3.3884, -2.9169], [1.7470, 5.3927, 3.2463], [3.4160, 4.8307, 3.1696], [2.4520, 4.5399, 4.6104], [-0.2111, 2.5627, 4.2633], [1.2373, 2.1947, 5.1912], [0.6300, 1.0269, 4.0199], [4.0097, 1.9822, 1.8622], [3.1969, 0.7450, 2.8225], [4.0956, 2.0293, 3.6217], [-2.0440, 3.4141, 2.7977], [-2.6542, 5.0435, 2.5361], [-1.1614, 4.8063, 3.4437], [-2.7784, 3.8859, -0.3607], [-1.5208, 4.5058, -1.4337], [-2.4811, 5.6117, -0.4602], [0.9068, 6.4219, 1.6104], [-0.7102, 7.0439, 1.2999], [0.3287, 6.6076, -0.0483]],
  "forces_ev_per_a": [[-0.4, -0.2, 0.1], [0.4, -0.3, 0.2], [0.2, 0.3, -0.4], [-0.2, -0.1, 0.1], [-0.1, 0.0, 0.0], [0.0, 0.0, 0.0], [0.0, 0.0, 0.0], [0.1, 0.0, -0.1], [0.2, -0.1, 0.1], [0.0, 0.0, -0.4], [0.0, 0.1, 0.1], [0.0, 0.0, 0.1], [0.0, 0.0, 0.0], [0.0, 0.0, 0.0], [0.0, 0.0, 0.0], [0.0, 0.0, 0.0], [-0.2, 0.0, 0.0], [0.0, 0.0, 0.0], [0.0, 0.0, 0.0], [0.0, 0.0, 0.0], [0.0, 0.0, 0.0], [0.0, 0.0, 0.0], [0.0, 0.0, 0.0], [0.0, 0.0, 0.0], [0.0, 0.0, 0.0], [0.0, 0.0, 0.0], [0.0, 0.0, 0.0], [0.0, 0.0, 0.0], [0.0, 0.0, 0.0], [0.0, 0.0, 0.0], [0.0, 0.0, 0.0], [0.0, 0.0, 0.0], [0.0, 0.0, 0.0], [0.0, 0.0, 0.0], [0.0, 0.0, 0.0], [0.0, 0.0, 0.0], [0.0, 0.0, 0.0], [0.0, 0.0, 0.0], [-0.1, 0.0, 0.1], [0.2, 0.0, -0.2], [-0.1, 0.0, -0.1], [0.1, 0.0, 0.0], [0.2, 0.1, -0.1], [0.0, 0.0, 0.2], [-0.3, 0.0, 0.1], [0.1, 0.0, 0.0], [-0.1, 0.0, 0.1], [0.1, 0.0, 0.0], [0.0, 0.0, 0.0], [-0.1, 0.0, 0.1], [0.0, 0.0, 0.0], [0.0, 0.0, 0.0], [0.0, 0.0, 0.0], [0.0, 0.0, 0.0], [0.0, 0.0, 0.0], [0.0, 0.0, 0.0], [0.0, 0.0, 0.0], [0.0, 0.0, 0.0], [0.0, 0.0, -0.1], [0.0, 0.2, 0.1], [0.2, 0.2, -0.1], [-0.2, 0.0, 0.0], [0.0, 0.0, 0.0], [0.0, 0.0, 0.0], [0.0, 0.0, 0.0], [0.0, 0.0, 0.0], [0.1, 0.0, 0.0], [0.1, 0.0, 0.1], [0.0, 0.0, 0.0], [0.0, 0.0, 0.0], [0.0, 0.0, 0.0], [0.0, 0.0, 0.0], [0.0, 0.0, 0.0], [0.0, 0.0, 0.0], [0.0, 0.0, 0.0], [0.0, 0.0, 0.0], [0.0, 0.0, 0.0], [0.0, 0.0, 0.0], [0.0, 0.0, 0.0], [0.0, 0.0, 0.0], [0.0, 0.0, 0.0], [0.0, 0.0, 0.0], [0.0, 0.0, 0.0], [0.0, -0.1, -0.1], [0.0, 0.0, -0.1], [0.0, 0.1, 0.0], [0.1, 0.0, 0.1], [-0.1, -0.1, -0.1], [0.1, 0.0, 0.1], [-0.1, -0.1, 0.0], [0.1, 0.0, -0.1], [-0.1, 0.1, 0.1], [-0.1, 0.1, 0.0], [0.1, 0.0, -0.1], [0.1, 0.1, 0.1], [-0.1, -0.1, 0.0], [0.0, 0.0, 0.0], [0.0, -0.1, 0.0], [0.0, 0.0, 0.0], [0.0, 0.0, 0.0], [0.0, 0.0, 0.0], [0.0, 0.0, 0.0], [0.0, 0.0, 0.0], [0.0, 0.0, 0.0], [0.0, 0.0, 0.0], [-0.1, -0.1, 0.0], [0.0, 0.0, 0.0], [0.0, 0.0, 0.0], [0.0, 0.1, 0.0], [0.0, 0.0, 0.0], [0.0, 0.0, 0.0], [0.0, 0.0, 0.0], [0.0, 0.0, 0.0], [0.0, 0.0, 0.0], [0.0, 0.0, 0.0], [0.0, 0.0, 0.0], [0.0, 0.0, 0.0], [0.0, -0.1, 0.0], [0.0, 0.0, 0.0], [0.0, 0.0, 0.0], [0.0, 0.0, 0.0], [0.0, 0.0, 0.0], [0.0, 0.0, 0.0]],
  "mulliken_spin": [4.0814, -0.0906, -0.3431, -0.1442, 0.0015, -0.0028, -0.0006, 0.0000, 0.0601, -0.0243, 0.0124, 0.0089, 0.0001, 0.0001, 0.0006, 0.0026, -0.0137, -0.0041, 0.0010, -0.0001, 0.0007, -0.0058, -0.0017, -0.0012, -0.0002, 0.0011, 0.0157, 0.0000, 0.0000, -0.0003, 0.0003, -0.0004, 0.0002, -0.0001, -0.0001, -0.0017, -0.0011, 0.0014, 0.0058, 0.0375, -0.0303, -0.0122, -0.0367, -0.0005, 0.0315, 0.0065, -0.0016, -0.0032, 0.0248, 0.0722, -0.0003, -0.0001, 0.0004, 0.0574, 0.0004, 0.0006, -0.0002, 0.0003, -0.0086, 0.1614, -0.0024, 0.0365, 0.0061, -0.0016, 0.0034, -0.0027, 0.0029, -0.0012, 0.0065, -0.0035, 0.0061, -0.0016, 0.0223, 0.0012, 0.0001, 0.0001, -0.0002, -0.0003, 0.0008, -0.0002, 0.0004, 0.0001, -0.0004, -0.0012, 0.0029, 0.0012, -0.0001, 0.0692, -0.0022, -0.0001, 0.0025, 0.0048, -0.0060, -0.0010, 0.0028, -0.0008, -0.0001, 0.0003, 0.0001, 0.0002, 0.0014, -0.0004, -0.0001, 0.0005, 0.0004, 0.0004, -0.0003, 0.0002, 0.0013, -0.0001, -0.0003, -0.0012, -0.0030, 0.0001, 0.0001, 0.0001, -0.0003, -0.0010, 0.0007, -0.0001, 0.0002, -0.0002, -0.0004]
}